The following is a DFT calculation (ωB97M-V/def2-TZVPD) of a cluster of 5 separate species, C36H80BF4N4 in total in a non-equilibrium geometry.

Last column: Löwdin spin population.
Atoms and positions in Å:
C 3.2750 -8.5921 -1.0565  0.001
C 1.9156 -8.0868 -0.6249  0.006
C 2.1798 -7.0121 0.3992  0.007
N 0.9287 -6.2344 0.9433  0.005
C -0.1658 -5.9021 -0.1238  0.087
C 0.3633 -4.9841 -1.1967  0.018
C 0.8625 -3.6189 -0.5215  0.008
C 1.8857 -3.8863 0.5421  0.007
C 1.4258 -4.8978 1.5822  0.022
C 0.2137 -7.2249 1.8587  0.061
H 3.6870 -9.0830 -0.1748  0.000
H 4.0694 -7.9456 -1.4292  0.000
H 3.1892 -9.3834 -1.8012  0.000
H 1.6071 -8.8623 0.0762  0.002
H 1.1062 -7.9221 -1.3361  0.005
H 2.8991 -6.2681 0.0570  0.000
H 2.5367 -7.3277 1.3795  0.003
H -0.6686 -6.7617 -0.5669  0.048
H -0.9733 -5.3882 0.3978  0.058
H 1.2012 -5.4919 -1.6744  0.001
H -0.4873 -4.7813 -1.8473  0.011
H 1.3545 -2.9858 -1.2598  0.001
H -0.0458 -3.0972 -0.2197  0.004
H 2.8517 -4.0917 0.0810  0.001
H 2.2337 -3.0799 1.1877  0.005
H 2.2005 -5.2523 2.2621  0.006
H 0.5583 -4.5971 2.1696  0.014
H -0.7276 -6.9195 2.3156  0.050
H 0.9261 -7.4050 2.6638  0.004
H 0.1157 -8.2353 1.4618  0.006
C 1.9119 3.4079 -1.7497  0.000
C 2.5148 4.8384 -1.8375  0.000
C 3.9051 4.9347 -1.3137  0.000
N 4.6876 6.1855 -1.6874  0.000
C 3.7493 7.4264 -1.7553  0.000
C 3.3914 8.1475 -0.4934  0.000
C 4.6295 8.3933 0.3658  0.000
C 5.4985 7.0372 0.5642  0.000
C 5.8802 6.2289 -0.7036  0.000
C 5.3830 6.0180 -3.0412  0.000
H 2.0076 2.9800 -0.7518  0.000
H 2.4524 2.9329 -2.5684  0.000
H 0.8680 3.4154 -2.0632  0.000
H 2.0298 5.6495 -1.2944  0.000
H 2.4582 5.1061 -2.8926  0.000
H 4.5453 4.0785 -1.5260  0.000
H 3.6461 4.8996 -0.2554  0.000
H 2.9351 7.2492 -2.4580  0.000
H 4.3725 8.1913 -2.2187  0.000
H 2.5649 7.6618 0.0252  0.000
H 2.9714 9.1326 -0.6963  0.000
H 4.3902 8.8821 1.3103  0.000
H 5.3522 9.0470 -0.1225  0.000
H 5.0442 6.3148 1.2423  0.000
H 6.3141 7.5083 1.1128  0.000
H 6.3016 5.2275 -0.6152  0.000
H 6.6622 6.8445 -1.1481  0.000
H 4.6452 5.6228 -3.7395  0.000
H 6.2213 5.3595 -2.8140  0.000
H 5.7149 6.9705 -3.4545  0.000
C -1.7471 -2.4826 2.3497  0.069
C -2.4288 -2.0113 1.0005  0.020
C -3.4331 -2.9991 0.3482  0.091
N -3.8440 -2.8165 -1.1437  0.001
C -4.9701 -3.8243 -1.3855  0.040
C -5.5728 -3.7152 -2.7435  0.006
C -6.1534 -2.3396 -2.9349  0.002
C -5.1677 -1.2231 -2.6501  0.001
C -4.2947 -1.3472 -1.3526  0.008
C -2.6615 -3.0945 -2.1613  0.027
H -0.7262 -2.1029 2.3912  0.004
H -1.7181 -3.5685 2.4394  0.040
H -2.3202 -2.0542 3.1720  0.013
H -1.6035 -1.7749 0.3288  0.002
H -2.8644 -1.0180 1.1093  0.005
H -4.3441 -2.7520 0.8932  0.018
H -2.9986 -3.9845 0.5163  0.070
H -5.6695 -3.7060 -0.5579  0.006
H -4.4362 -4.7653 -1.2527  0.045
H -6.4091 -4.3973 -2.8967  0.001
H -4.9102 -4.0992 -3.5191  0.002
H -7.0182 -2.2093 -2.2842  0.001
H -6.4454 -2.2564 -3.9817  0.000
H -5.6380 -0.2401 -2.6749  0.000
H -4.5038 -1.0793 -3.5025  0.000
H -4.8478 -1.1112 -0.4435  0.006
H -3.4000 -0.7313 -1.2617  0.000
H -2.9877 -2.9017 -3.1833  0.001
H -2.3410 -4.1059 -1.9112  0.024
H -1.8278 -2.4322 -1.9281  0.000
C -4.3077 3.4509 -0.2747  0.001
C -2.8938 3.2999 0.2451  0.000
C -2.9341 2.7450 1.8069  0.004
N -1.5179 2.6605 2.5103  0.000
C -0.6766 1.6102 1.6734  0.001
C 0.7045 1.4184 2.3105  0.003
C 0.5642 1.1271 3.8545  0.006
C -0.3574 2.0653 4.6678  0.002
C -1.7357 2.1946 3.9849  0.006
C -0.8985 4.0787 2.5228  0.001
H -4.4244 3.6393 -1.3420  0.000
H -4.8456 4.1637 0.3504  0.000
H -4.7116 2.4452 -0.1580  0.001
H -2.5320 4.2948 -0.0141  0.000
H -2.3396 2.8400 -0.5731  0.000
H -3.3201 1.7429 1.9938  0.005
H -3.3604 3.5153 2.4495  0.000
H -1.3500 0.7642 1.5364  0.001
H -0.6463 2.1369 0.7195  0.000
H 1.1432 0.6030 1.7354  0.001
H 1.3771 2.2715 2.2216  0.000
H 0.1092 0.1429 3.9660  0.004
H 1.4929 1.0826 4.4235  0.001
H -0.5222 1.6245 5.6509  0.001
H 0.1183 3.0286 4.8519  0.000
H -2.2399 1.2283 3.9789  0.006
H -2.4171 2.7809 4.6013  0.001
H -0.7888 4.4426 1.5012  0.000
H 0.1237 4.0386 2.8990  0.001
H -1.5649 4.6797 3.1415  0.000
B -0.3145 0.1415 -1.3565  0.002
F -1.6168 0.4250 -1.0204  0.000
F -0.3194 -0.9705 -2.1849  0.000
F 0.2430 1.2153 -2.0935  0.000
F 0.4762 -0.1566 -0.3245  0.001

Charge   +2
2S+1   2
E_HOMO (alpha / beta)   -5.5 / -14.8 eV
HOMO-LUMO gap (alpha / beta)   1.6 / 10.8 eV
LUMO energy (alpha / beta)   -3.91 / -3.96 eV


The following is a DFT calculation (ωB97M-V/def2-TZVPD) of a cluster of 5 separate species, C36H80BF4N4 in total in a non-equilibrium geometry.

Last column: Mulliken charge in e.
Atoms and positions in Å:
C 11.1116 -1.1979 1.2185  -1.175
C 10.7533 -1.3545 2.6227  -0.707
C 9.4605 -0.6161 3.1333  -0.454
C 9.5266 0.8440 3.1255  -0.719
N 8.3492 1.4672 3.9734  0.318
C 8.4050 1.2333 5.4740  -0.642
C 7.9325 2.4517 6.2269  -0.575
C 7.6595 3.4807 5.1224  -0.670
C 8.5017 3.0075 3.9409  -0.622
C 6.9741 0.9830 3.4787  -0.989
H 10.4396 -1.8772 0.6940  0.307
H 12.1405 -1.5415 1.1114  0.335
H 11.0284 -0.2135 0.7578  0.351
H 11.5515 -0.9719 3.2588  0.395
H 10.6984 -2.4332 2.7690  0.339
H 9.2532 -0.9888 4.1364  0.366
H 8.7095 -1.0440 2.4693  0.351
H 9.4036 1.2109 2.1065  0.404
H 10.4884 1.2235 3.4704  0.338
H 7.8003 0.3991 5.8296  0.315
H 9.4494 1.0456 5.7233  0.428
H 7.0856 2.3953 6.9108  0.329
H 8.7930 2.7119 6.8433  0.300
H 6.5922 3.5275 4.9063  0.303
H 7.8836 4.4973 5.4456  0.420
H 8.2049 3.4813 3.0052  0.425
H 9.5619 3.2119 4.0902  0.412
H 6.9483 -0.1038 3.5570  0.379
H 6.8493 1.2659 2.4335  0.330
H 6.1603 1.3117 4.1251  0.407
C 6.9299 -2.4002 -5.1419  -1.101
C 5.6716 -2.2245 -6.0893  -0.654
C 4.3896 -2.7837 -5.4263  -0.277
C 4.3625 -4.2780 -5.5754  -1.104
N 3.1239 -5.0925 -5.1307  0.297
C 3.4511 -6.5272 -5.4373  -0.707
C 2.1524 -7.2852 -5.6367  -0.568
C 1.1079 -6.2248 -5.9656  -0.681
C 1.9201 -4.9476 -6.0351  -0.796
C 2.8806 -4.8834 -3.5845  -0.939
H 7.8231 -2.0754 -5.6757  0.372
H 6.9335 -3.4430 -4.8246  0.291
H 6.8587 -1.7958 -4.2376  0.295
H 5.8256 -2.6947 -7.0606  0.384
H 5.5833 -1.1603 -6.3082  0.380
H 3.4981 -2.3335 -5.8629  0.327
H 4.5062 -2.7214 -4.3444  0.316
H 5.1327 -4.7985 -5.0061  0.452
H 4.5449 -4.4279 -6.6395  0.403
H 4.0709 -6.9469 -4.6449  0.432
H 4.0699 -6.5956 -6.3319  0.442
H 1.7180 -7.7571 -4.7554  0.275
H 2.2175 -8.0196 -6.4396  0.392
H 0.3085 -5.9576 -5.2744  0.346
H 0.5853 -6.5063 -6.8797  0.383
H 1.4343 -4.0028 -5.7913  0.555
H 2.2394 -4.7334 -7.0550  0.342
H 3.7257 -4.9628 -2.9005  0.328
H 2.1497 -5.6158 -3.2419  0.412
H 2.2969 -3.9851 -3.3834  0.403
C -13.1188 -2.0140 -3.6175  -1.171
C -11.8580 -1.8996 -4.5837  -0.695
C -10.6247 -2.6507 -3.9997  -0.591
C -9.8627 -1.7867 -2.9372  -0.831
N -8.7512 -2.5440 -2.1934  0.382
C -9.2854 -3.6675 -1.2356  -0.522
C -8.6888 -3.4115 0.1795  -0.467
C -7.5461 -2.5065 -0.1870  -0.632
C -8.0346 -1.5847 -1.2279  -0.587
C -7.6436 -3.1466 -3.1365  -1.039
H -13.0180 -1.3263 -2.7778  0.322
H -13.2829 -3.0163 -3.2220  0.314
H -13.9237 -1.5257 -4.1669  0.374
H -11.6763 -0.9487 -5.0846  0.408
H -12.2003 -2.5113 -5.4184  0.351
H -9.8661 -2.7362 -4.7777  0.407
H -10.8980 -3.6403 -3.6334  0.428
H -10.5974 -1.4901 -2.1887  0.444
H -9.3328 -0.9996 -3.4735  0.352
H -8.8418 -4.6324 -1.4812  0.224
H -10.3751 -3.6421 -1.2344  0.391
H -8.2619 -4.3082 0.6286  0.306
H -9.4007 -2.7890 0.7217  0.316
H -6.6417 -2.9965 -0.5477  0.296
H -7.2443 -1.9409 0.6945  0.395
H -7.2415 -1.0081 -1.7040  0.316
H -8.7356 -0.8938 -0.7596  0.382
H -7.3128 -2.4036 -3.8623  0.369
H -8.0549 -3.9266 -3.7772  0.381
H -6.7984 -3.4921 -2.5413  0.378
C -4.2710 8.6639 1.5716  -1.236
C -3.0711 7.7191 1.5378  -0.457
C -2.5525 7.2507 2.9243  -0.440
C -3.4492 6.0769 3.4767  -0.861
N -2.9517 5.6095 4.8795  0.146
C -1.4883 5.0867 4.8534  -0.740
C -1.3922 4.1732 6.1045  -0.699
C -2.7802 3.4720 6.1832  -0.591
C -3.7238 4.3278 5.2084  -0.585
C -3.1289 6.7550 5.8576  -0.925
H -4.2431 9.4408 2.3357  0.334
H -5.1769 8.1300 1.8584  0.315
H -4.4823 9.0667 0.5810  0.357
H -2.2621 8.3299 1.1370  0.317
H -3.3127 6.8538 0.9206  0.299
H -2.5788 8.0448 3.6705  0.298
H -1.5321 6.8843 2.8126  0.362
H -3.0628 5.2870 2.8326  0.406
H -4.5374 6.0530 3.4174  0.439
H -0.8460 5.9671 4.8340  0.495
H -1.2362 4.5446 3.9420  0.466
H -1.1209 4.6708 7.0356  0.358
H -0.5491 3.4895 6.0050  0.392
H -3.0954 3.3634 7.2209  0.316
H -2.6868 2.4309 5.8743  0.338
H -4.6640 4.5594 5.7090  0.401
H -3.9351 3.8332 4.2604  0.381
H -4.1544 7.1128 5.7667  0.384
H -2.4755 7.6113 5.6904  0.322
H -3.0371 6.3308 6.8575  0.407
B -0.4580 0.8206 -1.0197  0.619
F -0.3069 2.1522 -1.0642  -0.363
F -1.3050 0.5288 0.0408  -0.420
F -1.0230 0.3620 -2.2119  -0.421
F 0.7802 0.2108 -0.8372  -0.416

Charge   +3
E_HOMO   -13.7 eV
HOMO-LUMO gap   9.5 eV
LUMO energy   -4.26 eV


ΔE to the lowest compared entry with this formula, charge and spin readings, ordered: 18.69; 91.77 kcal per mole